Below is C17H32FN7O5SSeY as an isolated structure, with properties calculated with ωB97M-V with the def2-TZVPD basis set.

XYZ file:
```
65
Properties=species:S:1:pos:R:3:nbo_charge:R:1
Y -0.031 -0.365 -0.283 1.907
C 4.864 1.321 0.613 -0.418
N 3.965 0.915 1.687 -0.397
C 4.423 1.132 3.055 -0.420
C 2.792 0.345 1.406 0.680
O 2.380 0.155 0.259 -0.670
C 1.900 -0.054 2.579 -0.161
O 0.815 -0.830 2.109 -0.542
C 1.065 -2.236 2.120 -0.163
C -0.150 -2.875 1.466 0.704
O -1.032 -2.124 1.016 -0.702
N -0.189 -4.194 1.390 -0.372
C -1.272 -4.853 0.664 -0.417
C 0.896 -5.023 1.905 -0.423
H 4.979 2.405 0.608 0.209
H 4.454 0.992 -0.336 0.242
H 5.842 0.863 0.759 0.215
H 5.208 1.884 3.039 0.232
H 4.835 0.221 3.495 0.212
H 3.622 1.510 3.689 0.210
H 1.479 0.853 3.019 0.234
H 2.451 -0.583 3.358 0.212
H 1.198 -2.579 3.149 0.211
H 1.953 -2.470 1.525 0.234
H -1.916 -4.098 0.227 0.252
H -1.848 -5.483 1.342 0.210
H -0.848 -5.466 -0.130 0.217
H 1.839 -4.791 1.408 0.216
H 0.657 -6.062 1.702 0.236
H 1.008 -4.910 2.983 0.209
N -2.060 0.627 1.036 -0.718
N -3.320 0.682 0.389 -0.455
C -3.767 1.885 -0.059 0.290
N -4.767 1.812 -0.950 -0.770
S -3.154 3.345 0.480 -0.308
H -2.202 0.158 1.927 0.388
H -1.844 1.611 1.243 0.414
H -3.455 -0.108 -0.237 0.416
H -4.962 0.953 -1.440 0.407
H -5.103 2.672 -1.344 0.422
C 0.356 4.510 1.213 -0.260
O 0.697 4.111 -0.132 -0.477
C 0.609 2.830 -0.406 0.926
O 0.321 1.954 0.410 -0.734
N 0.906 2.560 -1.695 -0.454
N 0.830 1.233 -2.121 -0.691
H 0.418 5.592 1.207 0.216
H 1.074 4.092 1.915 0.183
H -0.652 4.182 1.451 0.221
H 0.999 3.311 -2.360 0.413
H 1.713 0.940 -2.524 0.397
H 0.065 1.100 -2.783 0.420
Se -2.044 -0.535 -2.216 -0.449
C -1.598 -1.816 -3.574 -0.158
C -0.308 -2.308 -3.738 -0.204
C -0.032 -3.209 -4.759 -0.207
C -1.035 -3.626 -5.621 -0.227
C -2.324 -3.139 -5.453 -0.197
C -2.605 -2.238 -4.437 -0.245
H 0.480 -2.029 -3.052 0.219
H 0.976 -3.588 -4.872 0.211
H -0.816 -4.327 -6.416 0.218
H -3.118 -3.458 -6.116 0.218
H -3.612 -1.858 -4.315 0.217
F 1.058 -2.028 -0.878 -0.798
```

Summary:
M: 633.4 Da
HOMO energy: -9.61 eV
Net charge: +1
E_LUMO: -2.17 eV
Energy relative to the best compared isomer or geometry (same formula, charge and spin): 0.351 eV
Orbital gap: 0.2734 hartree